# 1
C44H37N2S | ωB97M-V/def2-TZVPD

Properties
**Energy above the lowest of the compared OMol25 structures with the same formula, charge and spin**: 0.000 eV
**Highest occupied orbital energy**: -9.2 eV
**E_tot**: -60037.0773 eV
**Largest force on an atom**: 0.0294 Eh/bohr

Geometry as ORCA input:
```
! wB97M-V def2-TZVPD RIJCOSX def2/J DEFGRID3
* xyz 1 1
C -1.781 1.662 8.657
C -0.404 1.403 8.610
C 0.150 0.755 7.509
C -0.636 0.395 6.385
C 0.003 -0.212 5.200
C 1.388 0.021 4.984
C 2.281 -0.555 4.091
C 3.709 -0.603 4.326
C 4.511 -1.532 3.608
C 5.833 -1.772 3.964
C 6.432 -1.066 5.025
C 5.688 -0.066 5.672
C 4.352 0.178 5.325
C -0.766 -1.093 4.337
C -0.408 -1.356 2.991
C -0.963 -2.429 2.294
C -1.985 -3.191 2.881
C -2.506 -2.794 4.118
C -1.863 -1.816 4.867
C -2.037 0.666 6.463
C -2.606 1.256 7.596
H -2.215 2.154 9.526
H 0.261 1.678 9.432
H 1.211 0.499 7.533
H 1.824 0.739 5.684
H 1.952 -1.171 3.263
H 4.041 -2.077 2.785
H 6.419 -2.503 3.412
H 7.471 -1.270 5.301
H 6.174 0.531 6.445
H 3.798 0.969 5.832
H 0.333 -0.720 2.508
H -0.604 -2.693 1.296
H -2.394 -4.060 2.366
H -3.397 -3.252 4.543
H -2.177 -1.618 5.894
H -2.697 0.404 5.631
H -3.692 1.399 7.657
C 1.280 -2.541 -8.080
C 2.201 -2.642 -7.031
C 1.894 -2.129 -5.764
C 0.657 -1.530 -5.526
C 0.302 -1.005 -4.141
C -0.599 -1.979 -3.370
C -0.973 -1.643 -2.064
C -1.925 -2.380 -1.356
C -2.449 -3.557 -1.913
C -2.052 -3.926 -3.204
C -1.140 -3.146 -3.932
C -0.412 0.362 -4.220
C 0.096 1.328 -5.274
C -0.716 2.603 -5.296
N -0.975 3.045 -3.922
C -1.510 4.300 -3.616
C -1.648 4.483 -2.239
C -2.232 5.656 -1.765
C -2.598 6.659 -2.676
C -2.468 6.446 -4.058
C -1.980 5.227 -4.548
S -1.090 3.094 -1.346
C -0.747 2.223 -2.842
N -0.370 0.989 -2.887
C -0.288 -1.478 -6.561
C 0.033 -1.953 -7.845
H 1.516 -2.960 -9.061
H 3.165 -3.132 -7.182
H 2.601 -2.211 -4.933
H 1.241 -0.879 -3.570
H -0.547 -0.740 -1.622
H -2.258 -2.022 -0.379
H -3.151 -4.171 -1.333
H -2.459 -4.833 -3.653
H -0.874 -3.445 -4.947
H -1.468 0.133 -4.497
H 1.155 1.541 -5.070
H 0.033 0.870 -6.265
H -0.155 3.381 -5.820
H -1.681 2.475 -5.815
H -2.388 5.750 -0.696
H -2.992 7.609 -2.305
H -2.753 7.236 -4.754
H -1.976 4.986 -5.616
H -1.297 -1.083 -6.371
H -0.704 -1.871 -8.649
*
```

=====

# 2
C37H38Cl3O5P3RuS2 | ωB97M-V/def2-TZVPD

Properties
**Energy above the lowest of the compared OMol25 structures with the same formula, charge and spin**: 4.515 eV
**Highest occupied orbital energy (alpha / beta)**: -7.2 / -7.0 eV
**E_tot**: -138906.7893 eV
**Largest force on an atom**: 0.0243 Eh/bohr

Geometry as ORCA input:
```
! wB97M-V def2-TZVPD RIJCOSX def2/J DEFGRID3
* xyz 0 1
Ru -0.677 -0.077 0.707
C 2.429 -0.896 -1.438
C 2.181 0.479 -0.789
P 0.618 1.166 -1.511
C 1.190 2.209 -2.908
C 0.442 2.140 -4.084
C 0.810 2.889 -5.198
C 1.930 3.705 -5.142
C 2.678 3.777 -3.971
C 2.310 3.034 -2.859
C 0.072 2.440 -0.289
C 1.010 3.028 0.422
C -0.274 3.175 2.510
C -1.660 3.465 2.108
C -2.118 3.343 0.868
C -1.421 2.741 -0.318
C 1.500 -2.041 -0.996
P -0.379 -1.714 -1.195
C -1.063 -3.405 -0.996
C -0.825 -4.440 -1.907
C -1.360 -5.703 -1.691
C -2.149 -5.944 -0.573
C -2.422 -4.916 0.315
C -1.886 -3.652 0.099
C -0.644 -1.452 -2.985
C -1.844 -0.846 -3.367
C -2.136 -0.646 -4.709
C -1.232 -1.046 -5.685
C -0.042 -1.654 -5.314
C 0.254 -1.860 -3.970
H 3.438 -1.240 -1.196
H 2.372 -0.810 -2.526
H 3.039 1.128 -0.976
H 2.071 0.379 0.294
H -0.425 1.490 -4.123
H 0.228 2.824 -6.110
H 2.227 4.283 -6.008
H 3.556 4.411 -3.926
H 2.902 3.110 -1.953
H 2.065 2.819 0.389
H -0.015 3.577 3.482
H -2.341 3.778 2.893
H -3.163 3.560 0.679
H -1.608 3.335 -1.218
H 2.408 -2.180 0.765
H 1.549 -3.949 -1.268
H -0.235 -4.255 -2.797
H -1.165 -6.498 -2.402
H -2.559 -6.933 -0.403
H -3.051 -5.100 1.179
H -2.116 -2.838 0.770
H -2.539 -0.519 -2.606
H -3.068 -0.173 -4.992
H -1.452 -0.882 -6.734
H 0.662 -1.976 -6.072
H 1.182 -2.342 -3.696
Cl -1.976 -6.021 4.248
C -1.210 -4.526 3.781
C -1.987 -3.428 3.473
C -1.356 -2.267 3.072
Cl -2.313 -0.909 2.536
C 0.031 -2.114 2.949
O 0.605 -1.018 2.551
C 0.766 -3.269 3.301
Cl 2.499 -3.180 3.209
C 0.172 -4.452 3.695
H -3.067 -3.472 3.540
H 0.782 -5.313 3.929
C -0.029 -0.175 5.945
C -0.077 1.193 5.305
O -0.638 1.099 3.990
P 0.195 1.271 2.611
S 2.153 1.529 2.877
S -2.340 1.143 -0.505
O 0.706 3.858 1.553
C 0.490 5.280 1.219
C 0.698 6.111 2.457
H 0.396 -0.099 6.949
H 0.597 -0.841 5.351
H -1.029 -0.609 6.021
H 0.924 1.620 5.251
H -0.722 1.870 5.868
H -0.508 5.378 0.803
H 1.226 5.487 0.448
H -0.155 6.041 3.133
H 0.819 7.155 2.166
H 1.596 5.786 2.985
O 1.522 -2.248 0.386
O 1.976 -3.181 -1.673
*
```

=====

# 3
C49H43AsBr2F5NO3P2TeTi | ωB97M-V/def2-TZVPD

Properties
**Expectation value of S²**: 0.752
**Energy above the lowest of the compared OMol25 structures with the same formula, charge and spin**: 0.000 eV
**Highest occupied orbital energy (alpha / beta)**: -10.4 / -10.4 eV
**E_tot**: -322641.8427 eV
**Largest force on an atom**: 0.0456 Eh/bohr

Geometry as ORCA input:
```
! wB97M-V def2-TZVPD RIJCOSX def2/J DEFGRID3
* xyz 1 2
Ti -12.282 -18.166 7.657
C -9.246 -17.499 9.318
C -10.040 -18.636 9.888
C -9.706 -19.151 11.172
C -10.500 -20.091 11.791
C -11.744 -20.456 11.099
C -12.669 -21.389 11.588
Br -12.414 -22.175 13.294
C -13.830 -21.609 10.947
C -13.992 -21.074 9.660
Br -15.585 -21.591 8.897
C -13.109 -20.274 9.030
O -13.141 -19.824 7.772
C -11.953 -19.928 9.823
N -11.103 -19.029 9.232
H -9.200 -16.661 10.013
H -9.736 -17.194 8.409
H -8.243 -17.841 9.083
H -8.810 -18.792 11.675
H -10.269 -20.546 12.751
H -14.593 -22.264 11.348
O -12.609 -16.158 4.421
C -13.882 -16.066 3.827
C -14.243 -15.101 2.875
C -15.577 -15.030 2.442
C -16.539 -15.884 2.970
C -16.137 -16.874 3.840
C -14.796 -16.992 4.303
P -14.310 -18.218 5.625
C -15.788 -18.378 6.664
C -15.723 -17.588 7.808
C -16.700 -17.655 8.776
C -17.836 -18.470 8.575
C -17.891 -19.273 7.409
C -16.883 -19.197 6.448
C -14.195 -19.709 4.620
C -13.755 -19.606 3.287
C -13.644 -20.724 2.503
C -13.834 -21.998 3.043
C -14.173 -22.122 4.346
C -14.396 -20.994 5.125
C -11.474 -15.649 3.830
C -11.174 -15.666 2.457
C -9.976 -15.214 1.993
C -9.049 -14.736 2.929
C -9.309 -14.694 4.286
C -10.516 -15.214 4.709
P -10.964 -15.159 6.472
C -12.386 -14.064 6.638
C -12.435 -12.942 5.852
C -13.424 -12.018 6.006
C -14.405 -12.290 6.974
C -14.355 -13.394 7.826
C -13.292 -14.278 7.668
C -9.694 -14.494 7.567
C -10.109 -13.557 8.546
C -9.279 -13.221 9.617
C -8.052 -13.827 9.764
C -7.637 -14.739 8.808
C -8.387 -15.014 7.695
H -13.500 -14.350 2.630
H -15.806 -14.231 1.745
H -17.560 -15.760 2.668
H -16.912 -17.502 4.205
H -14.841 -16.994 7.919
H -16.589 -17.121 9.674
H -18.644 -18.524 9.287
H -18.732 -19.929 7.337
H -16.966 -19.866 5.630
H -13.479 -18.611 2.919
H -13.329 -20.609 1.473
H -13.703 -22.820 2.382
H -14.314 -23.103 4.763
H -14.735 -21.100 6.177
H -11.918 -16.044 1.786
H -9.812 -15.230 0.932
H -8.113 -14.280 2.555
H -8.581 -14.310 4.985
H -11.711 -12.753 5.031
H -13.462 -11.120 5.407
H -15.240 -11.582 7.104
H -15.072 -13.551 8.627
H -13.217 -15.182 8.280
H -11.116 -13.120 8.498
H -9.697 -12.503 10.290
H -7.402 -13.607 10.599
H -6.637 -15.108 8.880
H -7.976 -15.667 6.949
C -10.608 -21.342 5.239
As -10.486 -19.434 5.671
C -10.049 -18.591 3.969
C -8.697 -19.610 6.502
H -9.726 -21.640 4.652
H -11.524 -21.532 4.719
H -10.631 -21.919 6.153
H -9.395 -19.147 3.333
H -9.566 -17.623 4.138
H -10.936 -18.367 3.399
H -8.003 -20.036 5.767
H -8.809 -20.293 7.331
H -8.285 -18.630 6.912
F -13.898 -13.783 12.379
Te -12.789 -15.285 12.280
F -11.582 -14.221 13.268
F -13.085 -17.032 9.042
F -11.808 -16.707 12.905
F -14.182 -15.991 13.315
O -11.232 -16.591 6.954
*
```

=====

# 4
C3H11N2 | ωB97M-V/def2-TZVPD

Properties
**Energy above the lowest of the compared OMol25 structures with the same formula, charge and spin**: 11.968 eV
**Highest occupied orbital energy**: -12.5 eV
**E_tot**: -6251.6139 eV
**Largest force on an atom**: 0.0972 Eh/bohr

Geometry as ORCA input:
```
! wB97M-V def2-TZVPD RIJCOSX def2/J DEFGRID3
* xyz 1 1
N 0.664 0.784 0.843
C 0.751 0.279 -0.484
C 0.505 1.219 -1.614
C 0.049 -1.097 -0.801
N 0.591 -1.387 -2.114
H -2.533 -0.919 5.638
H 1.495 0.689 1.390
H 0.074 1.583 0.941
H 1.903 -0.085 -0.670
H 0.871 2.206 -1.436
H -0.603 1.366 -1.928
H 0.964 0.799 -2.612
H 0.404 -1.806 -0.064
H -1.043 -1.057 -0.807
H -4.248 -0.421 6.221
H 0.154 -2.153 -2.501
*
```

=====

# 5
C29H24IMnN2O4STe | ωB97M-V/def2-TZVPD

Properties
**Expectation value of S²**: 8.757
**Energy above the lowest of the compared OMol25 structures with the same formula, charge and spin**: 0.000 eV
**Highest occupied orbital energy (alpha / beta)**: -4.8 / -5.0 eV
**E_tot**: -99187.1413 eV
**Largest force on an atom**: 0.0028 Eh/bohr

Geometry as ORCA input:
```
! wB97M-V def2-TZVPD RIJCOSX def2/J DEFGRID3
* xyz -1 6
Mn 0.786 -0.234 0.376
C 2.224 -2.893 -2.995
C 1.381 -3.404 -1.867
N 1.464 -4.666 -1.527
C 0.750 -5.105 -0.466
C -0.142 -4.330 0.224
C -0.862 -4.900 1.423
O -0.816 -4.088 2.575
C -0.304 -2.981 -0.171
C -1.336 -2.178 0.447
N -1.423 -0.891 0.364
C -2.575 -0.264 0.871
C -3.820 -0.902 0.899
C -4.946 -0.270 1.397
C -4.867 1.033 1.863
C -3.654 1.702 1.799
C -2.528 1.067 1.299
I -0.757 2.194 1.168
C 0.560 -2.459 -1.162
O 0.668 -1.199 -1.442
H 2.727 -3.729 -3.477
H 2.966 -2.185 -2.621
H 1.616 -2.350 -3.721
H 0.927 -6.133 -0.168
H -0.448 -5.896 1.621
H -1.926 -5.042 1.200
H 0.085 -3.734 2.736
H -2.080 -2.731 1.019
H -3.909 -1.903 0.499
H -5.891 -0.798 1.408
H -5.742 1.537 2.251
H -3.582 2.728 2.136
O 1.697 -2.804 3.465
C 1.683 -1.698 2.915
O 0.836 -1.386 2.011
C 2.638 -0.618 3.381
C 2.943 -0.649 4.742
C 3.742 0.311 5.337
C 4.273 1.322 4.549
C 4.003 1.354 3.192
C 3.181 0.401 2.577
S 3.046 0.540 0.807
H 2.526 -1.463 5.320
H 3.951 0.269 6.398
H 4.909 2.084 4.985
H 4.441 2.126 2.571
C 1.683 5.452 -0.627
Te 2.432 3.700 0.405
C 2.160 2.769 -1.499
C 2.056 3.865 -2.523
C 2.177 3.592 -3.883
C 2.084 4.609 -4.820
C 1.868 5.915 -4.401
C 1.743 6.192 -3.049
C 1.832 5.177 -2.101
H 2.244 6.337 -0.330
H 0.635 5.609 -0.367
H 1.253 2.161 -1.471
H 3.004 2.109 -1.683
H 2.349 2.572 -4.204
H 2.186 4.384 -5.874
H 1.803 6.716 -5.127
H 1.575 7.211 -2.720
*
```

=====

# 6
C24H41N3O3S | ωB97M-V/def2-TZVPD

Properties
**Energy above the lowest of the compared OMol25 structures with the same formula, charge and spin**: 0.067 eV
**Highest occupied orbital energy**: -8.4 eV
**E_tot**: -47002.4817 eV
**Largest force on an atom**: 0.0250 Eh/bohr

Geometry as ORCA input:
```
! wB97M-V def2-TZVPD RIJCOSX def2/J DEFGRID3
* xyz 0 1
C -1.251 6.010 -0.462
C -0.851 4.637 -1.018
N -0.949 3.509 -0.103
C -2.326 3.058 0.083
C -2.709 1.995 -0.943
C -0.242 3.677 1.160
C 1.270 3.849 1.013
C 1.939 2.585 0.479
N 1.557 2.334 -0.892
C 2.449 1.986 -1.830
O 3.650 1.950 -1.609
C 1.910 1.657 -3.229
C 0.415 1.362 -3.327
C 0.041 0.115 -2.533
C 0.865 -1.103 -2.949
C 0.532 -2.296 -2.037
N 0.786 -2.063 -0.630
S -0.415 -1.417 0.337
O 0.117 -0.204 0.907
O -1.631 -1.334 -0.427
C -0.730 -2.556 1.702
C -0.171 -3.821 1.842
C 0.780 -4.425 0.856
C -0.523 -4.577 2.958
C -1.411 -4.113 3.913
C -1.782 -4.944 5.102
C -1.968 -2.854 3.735
C -1.644 -2.067 2.639
C -2.282 -0.724 2.484
C 2.362 -0.787 -2.926
C 2.687 0.448 -3.761
H -1.258 6.737 -1.269
H -2.244 5.980 -0.020
H -0.546 6.346 0.294
H -1.489 4.406 -1.876
H 0.178 4.694 -1.384
H -2.427 2.623 1.079
H -3.034 3.898 0.022
H -2.547 2.353 -1.957
H -2.122 1.094 -0.789
H -3.761 1.742 -0.834
H -0.646 4.522 1.745
H -0.410 2.762 1.735
H 1.508 4.693 0.365
H 1.679 4.064 2.002
H 1.637 1.727 1.092
H 3.027 2.680 0.501
H 0.558 2.352 -1.042
H 2.148 2.528 -3.853
H -0.176 2.214 -2.987
H 0.173 1.200 -4.381
H 0.199 0.295 -1.470
H -1.019 -0.108 -2.669
H 0.589 -1.390 -3.971
H 1.113 -3.173 -2.345
H -0.532 -2.528 -2.109
H 1.654 -1.579 -0.453
H 1.026 -5.442 1.157
H 0.337 -4.452 -0.136
H 1.699 -3.848 0.796
H -0.089 -5.560 3.076
H -1.178 -5.846 5.153
H -2.831 -5.232 5.044
H -1.644 -4.376 6.020
H -2.673 -2.480 4.463
H -1.523 0.055 2.522
H -2.767 -0.653 1.514
H -3.014 -0.554 3.270
H 2.691 -0.593 -1.902
H 2.923 -1.647 -3.300
H 3.756 0.656 -3.699
H 2.426 0.273 -4.807
*
```

=====

# 7
C12H26BeNO5P2S | ωB97M-V/def2-TZVPD

Properties
**Energy above the lowest of the compared OMol25 structures with the same formula, charge and spin**: 0.000 eV
**Highest occupied orbital energy (alpha / beta)**: -10.3 / -10.3 eV
**E_tot**: -54405.0330 eV
**Largest force on an atom**: 0.0453 Eh/bohr

Geometry as ORCA input:
```
! wB97M-V def2-TZVPD RIJCOSX def2/J DEFGRID3
* xyz 1 1
Be 0.565 -0.829 -0.516
P 2.243 0.293 -1.305
C 1.560 0.195 -2.931
C 0.409 -0.667 -3.067
N -0.290 -0.963 -1.910
C -1.584 -1.360 -1.992
C -2.093 -1.818 -3.199
C -1.335 -1.694 -4.366
C -0.099 -1.069 -4.308
C -2.429 -1.383 -0.724
P -2.706 0.146 0.226
H 0.481 -0.831 -5.200
H -3.091 -2.258 -3.211
H -1.725 -2.063 -5.315
H -3.438 -1.718 -1.015
H -1.999 -2.115 -0.019
H 0.666 1.668 -3.341
H 2.210 0.326 -3.803
H -0.632 2.481 -1.999
O -0.115 2.323 -3.434
H 0.273 3.136 -3.797
H -1.596 1.010 0.205
O -0.801 2.405 -0.978
H -0.899 3.289 -0.591
C -4.003 1.142 -0.504
H -4.929 0.562 -0.624
H -4.192 2.017 0.137
H -3.662 1.519 -1.478
C -3.049 -0.332 1.913
H -2.820 0.511 2.575
H -4.105 -0.608 2.019
H -2.410 -1.173 2.206
C 3.716 -0.727 -1.013
H 4.455 -0.542 -1.805
H 4.144 -0.493 -0.028
H 3.435 -1.790 -1.009
C 2.524 2.000 -0.781
H 2.845 1.986 0.269
H 3.292 2.462 -1.419
H 1.579 2.556 -0.850
C 0.265 -1.330 3.442
S 1.316 -1.135 2.016
O 1.728 0.257 1.895
O 2.321 -2.163 1.984
O 0.244 -1.398 0.865
H 0.898 -1.289 4.336
H -0.223 -2.311 3.381
H -0.468 -0.514 3.465
*
```

=====

# 8
C5H11NO | ωB97M-V/def2-TZVPD

Properties
**Energy above the lowest of the compared OMol25 structures with the same formula, charge and spin**: 4.389 eV
**Highest occupied orbital energy**: -7.9 eV
**E_tot**: -8897.3085 eV
**Largest force on an atom**: 0.0781 Eh/bohr

Geometry as ORCA input:
```
! wB97M-V def2-TZVPD RIJCOSX def2/J DEFGRID3
* xyz 0 1
C -0.233 2.501 -0.105
C 0.618 1.392 -0.185
C 0.260 0.062 -0.582
C 1.475 -0.941 -0.601
C -0.982 -0.246 -1.115
N -1.489 -1.563 -1.316
H -1.312 2.486 -0.256
H 0.032 3.236 0.632
H 1.704 1.590 -0.250
H 1.670 -0.956 0.495
H 1.202 -2.028 -0.840
H 2.293 -0.893 -1.396
H -1.686 0.650 -1.501
H -2.219 -1.902 -0.832
H -1.109 -2.324 -1.746
O -0.237 -0.640 3.214
H -0.265 0.008 3.960
H 0.276 -0.431 2.424
*
```

=====

The highest energy above the lowest of the compared OMol25 structures with the same formula, charge and spin belongs to which entry?
C3H11N2